No. 1
A structure of composition C44H68N5O6SSn in a non-equilibrium geometry, computed with wB97M-V/def2-TZVPD.

The value obtained for the LUMO energy (spin up / spin down) is -4.05 / -4.12 eV. Its net charge is +1. As for the multiplicity: 1.

```
125
Properties=species:S:1:pos:R:3:forces:R:3:lowdin_charge:R:1
C -0.96957 1.69750 -0.78262 -0.2 0.0 -0.2 -0.18
C -2.47161 -2.87842 0.72821 0.0 -0.3 -0.3 -0.63
H 3.06051 0.02371 3.22359 0.0 0.0 0.1 0.05
C 2.60464 5.60551 0.16098 0.0 0.2 -0.1 -0.55
H 0.22685 -1.43240 4.54716 0.0 0.1 0.1 0.12
H -3.72230 -5.31473 -0.48143 0.2 -0.1 0.0 0.14
H 5.73744 -0.33810 1.75590 0.1 0.0 0.1 0.09
C 3.96221 5.84140 -0.51775 -0.2 -0.1 0.1 -0.04
C -1.02279 -4.52628 3.68502 0.1 -0.1 -0.3 -0.09
H 2.50708 -1.24377 -4.17577 0.0 0.1 0.0 0.09
C -3.01232 -0.96139 -3.68488 0.0 0.1 0.0 -0.06
H -2.29803 -1.44545 3.91199 -0.1 0.0 0.1 0.16
N 1.62229 -2.36192 2.53383 0.2 0.6 -0.1 0.01
H 3.34018 5.96263 2.18839 0.1 0.0 0.1 0.08
H 3.27612 -3.25394 -1.42741 0.0 0.0 0.0 0.12
O -0.14122 -6.72530 -0.20601 -0.1 0.1 -0.2 -0.30
S -0.49459 -6.44727 -1.57134 -0.4 0.1 -0.2 0.66
H 2.37453 -2.80406 2.01330 -0.1 0.1 -0.1 0.08
H -0.45623 -5.13666 -4.03605 -0.1 0.0 -0.2 0.12
H -1.02915 -4.88119 4.71689 0.0 0.0 0.1 0.13
H -3.75890 0.68621 -5.66601 0.0 0.0 -0.1 0.09
C 4.41686 1.33051 2.16208 0.0 -0.1 0.1 -0.53
C 2.40127 4.11869 0.40450 -0.6 0.1 -0.3 -0.15
H -2.72531 4.72940 1.36431 0.1 0.0 0.1 0.09
H 6.37050 1.62942 3.00852 0.0 0.0 0.0 0.09
C -2.79627 5.34349 0.46934 -0.1 -0.2 -0.2 -0.05
C 1.33476 3.42308 -0.09304 0.2 0.4 -0.1 0.04
H -2.85823 -2.78808 2.90765 0.2 0.3 0.4 0.10
C -2.73080 3.33092 -1.06390 0.4 0.1 0.3 -0.14
C -2.64514 -5.13143 -0.49424 0.1 0.3 0.4 -0.21
H 2.33133 -4.84901 3.04617 0.1 0.0 0.1 0.12
H -2.49075 -5.82499 -2.47019 0.1 -0.2 -0.3 0.12
C 0.56302 -5.11769 -2.17269 -0.3 -0.5 0.3 -0.28
C -4.89099 4.17409 -0.18285 0.2 0.0 0.0 -0.03
H 0.52806 6.08601 -0.26223 -0.1 0.0 0.0 0.07
H 1.60220 6.21125 1.98821 -0.1 0.0 0.1 0.09
C -3.23361 2.50292 -2.10476 0.2 -0.5 -0.2 0.04
C 5.60235 2.23230 2.52615 -0.3 -0.1 -0.1 -0.05
H -1.34438 -3.46323 -0.96670 -0.1 0.0 -0.1 0.08
C 2.19623 -3.15274 -3.27483 0.0 -0.1 0.1 -0.27
H -3.37087 6.23115 0.72086 -0.1 0.1 0.0 0.09
H 3.87346 -1.82354 -3.21206 0.1 0.1 0.0 0.08
H -1.79962 5.66618 0.17640 0.1 0.0 0.0 0.07
C -1.58651 2.92439 -0.44484 -0.2 0.2 0.1 0.03
H -3.56493 2.23845 -4.84328 -0.1 0.1 0.0 0.08
O -1.12167 -0.40087 -1.83489 0.1 -0.1 0.4 -0.15
H -1.93348 -4.87740 3.19693 0.0 -0.1 0.0 0.12
H -4.17382 5.06638 -2.68396 0.0 0.0 -0.1 0.08
C 1.62160 -4.61512 -1.43906 0.0 -0.1 0.2 -0.08
H -2.16535 1.21328 -5.10564 0.1 0.0 0.0 0.09
H -5.45668 3.68200 -0.96940 -0.1 -0.1 -0.1 0.08
H 5.31069 3.01550 3.22285 0.0 0.1 0.1 0.09
H 4.01983 5.29446 -1.45693 0.0 0.0 -0.1 0.09
H 1.68135 7.27778 -0.83501 0.0 0.1 0.0 0.09
C 0.19794 -2.52377 4.51197 0.0 0.0 -0.3 -0.08
C -3.48073 0.48735 -3.53241 0.0 -0.1 -0.2 -0.53
C -2.75483 1.26035 -2.42883 -0.6 0.1 -0.2 -0.07
H -5.44879 5.05060 0.13855 -0.1 0.1 0.0 0.09
H 4.14829 -0.48568 1.00326 0.0 -0.1 0.0 0.06
C 1.14635 -3.70009 -4.01098 -0.1 -0.1 0.1 -0.02
H -4.08312 2.87380 -2.65630 -0.1 0.0 -0.1 0.11
H 1.54973 -5.02676 4.61523 0.1 0.0 0.1 0.12
Sn 0.39282 -1.28063 0.00514 -0.3 0.9 -0.2 1.61
C 1.16947 2.04641 0.17772 0.2 -0.1 0.2 -0.17
H 2.74492 7.39710 1.36079 0.0 0.1 0.0 0.09
H 0.64403 3.88939 -0.77383 -0.1 0.1 0.0 0.10
H -3.59263 -1.44158 -4.47193 -0.1 0.0 -0.1 0.09
H 1.85182 -5.01600 -0.46541 0.0 0.0 0.1 0.10
N 0.18809 1.27555 -0.29628 0.0 -0.9 0.3 0.08
H 0.19789 -6.15947 2.98988 0.0 0.2 0.0 0.15
H -4.13333 6.43678 -1.58364 -0.1 0.1 0.0 0.09
C 3.08401 -2.12284 -3.89480 0.0 0.0 0.0 -0.04
C -0.94022 -3.01087 3.63085 0.4 -0.3 0.1 -0.34
H -5.17609 0.04517 -2.24852 -0.1 0.0 0.1 0.09
N -2.29542 -2.46163 3.85884 -0.4 -0.1 -0.4 0.18
C -3.22792 1.20519 -4.86977 0.0 -0.1 0.2 -0.03
H -0.64829 -2.71326 2.62169 -0.4 0.0 0.2 0.09
N 0.15337 -4.59180 1.55211 0.0 -0.3 0.0 0.08
H 2.34901 -2.78755 4.47863 -0.3 0.0 -0.1 0.14
H 0.14445 -2.91645 5.52896 -0.1 0.1 0.1 0.13
C 3.35585 3.41670 1.18012 0.0 -0.5 0.2 0.05
C -2.36186 -3.62369 -0.59221 0.0 0.0 0.3 -0.08
H -2.73151 -2.86600 4.68639 0.0 0.2 0.0 0.16
C 0.19952 -5.06070 2.94226 0.1 -0.1 0.4 -0.34
H -5.45748 1.42695 -3.31172 -0.1 0.1 0.0 0.08
H -3.05117 -3.14897 -1.29382 0.1 0.0 -0.1 0.12
O -3.19086 -3.34610 1.63762 -0.4 -0.3 0.1 0.02
C 1.46604 -4.54842 3.63880 -0.2 0.1 -0.1 -0.10
H 4.64429 0.19683 3.98668 0.1 -0.1 0.1 0.09
H -5.48136 -0.20272 -3.96418 -0.1 0.0 -0.1 0.09
H 4.18545 3.97999 1.57241 0.2 0.0 0.0 0.10
C -4.99241 0.44714 -3.24268 0.2 0.0 0.0 -0.04
H -0.82396 -4.51804 1.29471 0.1 -0.1 -0.1 0.03
O -0.45173 -7.49292 -2.54166 -0.1 0.2 -0.2 -0.26
C -3.61355 5.52641 -1.87437 0.1 -0.2 0.1 -0.03
H -1.96078 -1.01407 -3.95050 0.0 -0.1 0.0 0.08
H 1.88692 -1.39130 2.66814 0.2 -0.1 0.0 0.03
N -2.05458 -5.88451 -1.56810 0.8 -0.5 -0.3 -0.13
H 4.78638 5.52615 0.11662 0.1 0.0 0.0 0.08
H -2.22511 -5.55605 0.42017 -0.3 0.1 0.0 0.11
H 0.98383 -3.37471 -5.02765 0.0 0.1 -0.1 0.12
C 2.57382 6.33415 1.51367 0.0 -0.1 -0.2 -0.03
H 5.34276 0.62810 0.33139 0.1 0.0 -0.1 0.09
H 1.50330 5.76126 -1.71172 -0.1 0.0 -0.1 0.09
H 3.53704 -2.52467 -4.79930 0.1 0.1 -0.1 0.09
C 2.17619 1.33715 0.94120 -0.4 0.0 -0.1 -0.27
H 3.45109 1.50195 4.10079 0.0 0.1 0.1 0.09
C 4.94412 0.20969 1.25330 -0.1 0.0 0.0 -0.03
C 1.50733 6.21016 -0.72069 0.2 -0.1 0.1 -0.05
C 3.85556 0.72446 3.45544 0.0 0.0 -0.1 -0.03
H 6.04072 2.68512 1.63865 0.1 0.1 -0.1 0.09
H 4.09376 6.90044 -0.72912 0.0 0.1 0.0 0.09
H -3.15977 -1.50613 -2.75693 0.0 -0.1 0.0 0.06
H -2.62681 5.79894 -2.24396 0.1 0.0 -0.1 0.09
H -4.81007 3.49168 0.66104 0.0 -0.1 0.1 0.09
C -3.49148 4.58571 -0.66651 -0.1 0.1 0.1 -0.55
C -1.61975 0.74716 -1.69886 0.3 0.1 0.2 -0.26
C 0.33672 -4.67866 -3.46527 0.0 0.2 -0.1 -0.05
C 2.42602 -3.62458 -1.98706 0.0 -0.1 -0.2 -0.07
H 0.50702 -5.33359 0.95470 -0.2 0.1 0.2 0.03
O 1.99509 0.09550 1.18306 -0.4 -0.5 -0.2 -0.25
O -1.79973 -1.82730 0.89204 1.0 1.1 -0.2 -0.18
C 3.30204 2.06915 1.42732 0.5 0.2 0.1 -0.08
H -1.16647 3.47536 0.38013 0.1 0.1 0.0 0.11
C 1.48851 -3.02594 3.82924 0.1 -0.3 0.3 -0.36
```
Forces are in eV/Å.

***

No. 2
A structure of composition C30H60As3NO6STi, computed with wB97M-V/def2-TZVPD.

The value obtained for the LUMO energy (spin up / spin down) is 2.53 / 2.53 eV. Its net charge is -1. The expectation value of S² is 0.7562. As for the multiplicity: 2.

```
102
Properties=species:S:1:pos:R:3:forces:R:3:lowdin_spin:R:1
H -4.51605 1.19095 -1.85505 0.0 -0.1 -0.1 0.00
H -4.23358 4.42670 -0.18000 0.0 0.0 0.0 0.00
As 2.46883 -5.69490 2.09482 0.0 0.0 0.0 0.00
H -0.09960 -0.96058 4.98429 0.0 0.0 0.0 0.00
H 2.49072 2.08737 2.54791 0.0 0.0 0.0 0.00
H -2.59439 6.30601 -0.01358 0.0 0.0 0.0 0.00
C -3.42405 3.86971 -0.65826 0.1 0.0 0.0 0.00
H -0.30203 3.05030 3.37471 0.0 0.0 0.0 0.00
C -0.18834 1.89011 -4.69984 0.0 0.0 0.0 0.00
H 3.45817 -4.43870 4.09667 0.0 0.0 0.0 0.00
C 0.72704 -3.56363 -0.15117 0.0 -0.1 0.0 0.00
H 1.19266 -2.00666 4.38549 0.1 0.0 0.0 0.00
H 2.77643 -1.44999 -2.64019 0.0 0.0 0.0 0.00
H 0.11879 -6.04527 0.44957 0.0 0.0 0.0 0.00
H 4.10229 -6.09306 4.00928 0.0 0.0 0.0 0.00
C -0.96686 -3.04683 1.72308 0.1 0.0 0.0 0.00
H 3.44965 -2.15740 0.41916 0.0 0.0 0.0 0.00
H 3.78476 -4.67830 0.14020 0.0 0.0 0.0 0.00
H 3.27653 -0.43986 0.01502 0.0 0.0 0.0 0.00
C 3.20568 -5.48234 3.90504 0.0 0.0 0.0 0.00
C 1.91484 1.08940 -3.64037 0.0 0.0 0.0 0.00
C 2.05956 1.96138 1.55169 0.0 0.0 0.0 0.00
C 2.76959 -1.30682 0.44047 -0.1 -0.1 0.0 0.00
H 0.31624 2.01893 -5.66133 0.0 0.0 0.0 0.00
C 0.74344 2.74156 1.46583 0.0 0.0 0.0 0.00
Ti -0.87459 -0.01377 -1.52703 0.0 0.7 -0.1 0.91
C -0.98350 3.27811 -0.51442 -0.1 -0.1 0.0 0.00
H 4.84984 -5.53280 1.25933 0.0 0.0 0.0 0.00
H -2.69212 -0.14662 -3.49312 0.0 0.1 0.0 0.00
H 1.61691 -2.76143 -2.96147 0.0 0.0 0.0 0.00
C -3.85393 0.32204 -1.90380 -0.2 0.1 0.2 0.00
H -3.64420 2.80747 -0.57666 0.0 -0.1 0.0 0.00
O -0.38241 -1.03249 -3.16376 -0.1 -0.3 -0.3 -0.01
H -0.88214 6.00082 0.29531 0.1 0.0 0.0 0.00
C -0.96747 2.97525 -1.87340 0.0 0.0 0.0 0.04
H 2.38319 1.14337 -4.62685 0.0 0.0 0.0 0.00
H -3.18039 4.71894 1.80897 0.0 0.0 0.0 0.00
C -2.08791 4.19078 0.03672 0.0 0.0 0.0 0.00
As -0.47853 -1.30354 2.51681 0.2 0.0 -0.1 0.00
C 1.11078 4.22377 1.65729 0.0 0.0 0.0 0.00
C -0.54405 -5.34414 0.96217 0.0 -0.1 0.0 0.00
H 1.53990 0.07674 -3.50816 0.0 0.0 0.0 0.00
H -1.43029 -5.20210 0.34285 0.0 0.0 0.0 0.00
C 1.23957 -4.15167 2.25757 0.0 0.0 0.1 0.00
C 2.26397 -2.31105 -2.21421 0.1 0.1 0.1 0.00
C 1.41512 3.51744 -3.69900 0.0 0.0 0.0 0.00
H 0.34154 1.42886 3.16460 0.0 0.0 0.0 0.00
H 1.71789 1.38185 -0.87185 -0.1 -0.1 0.0 0.00
H -1.51069 4.29411 2.15240 -0.1 0.0 0.0 0.00
C -3.42801 0.02823 -0.46655 0.0 0.1 0.1 0.00
C -2.29275 -0.87572 3.10148 0.1 -0.1 0.1 0.00
H 0.01980 -3.82381 -0.94286 0.0 0.0 0.0 0.00
O -1.82199 -1.93449 -1.58905 0.0 -0.2 -0.2 0.02
H -3.41544 4.14284 -1.71210 0.0 0.0 -0.1 0.00
H -4.43366 -0.53126 -2.25892 0.1 0.1 0.0 0.00
H 1.84931 -3.24890 2.33275 0.0 0.1 0.0 0.00
As 1.20358 -1.72411 -0.67692 0.4 -0.1 0.4 0.00
C 0.08074 2.07574 -2.19357 0.3 0.3 0.0 -0.01
H 2.01527 3.57763 -4.61125 0.0 0.0 0.0 0.00
C -1.74987 5.65945 -0.26774 0.0 0.0 0.0 0.00
H -2.93948 -0.74540 2.24163 -0.1 0.0 -0.2 0.00
C -2.36565 4.04407 1.53213 -0.1 0.0 0.0 0.00
H -2.75293 1.47549 -3.23693 0.2 0.1 0.2 0.00
O -4.20962 -0.45889 0.32184 0.0 0.1 0.0 0.00
H -2.66758 -1.68675 3.73192 0.0 0.0 0.0 0.00
C 0.79148 2.12031 -3.54541 -0.1 -0.1 0.0 0.00
H 0.23252 4.85795 1.75070 0.0 0.0 0.0 0.00
H -0.85117 -5.80053 1.90694 0.0 0.0 0.0 0.00
H 1.88437 0.89820 1.39096 0.0 0.1 0.0 0.00
H -1.52573 5.78461 -1.32754 0.0 0.0 0.0 0.00
H -0.60275 0.88248 -4.66772 0.0 0.0 0.0 0.00
H 2.69073 1.28347 -2.89663 0.0 0.0 0.0 0.00
S -1.36768 -2.22354 -3.00605 0.0 0.1 0.0 0.00
H 0.64248 4.28617 -3.74219 0.0 0.0 0.0 0.00
H 2.05796 3.73938 -2.84510 0.0 0.0 0.0 0.00
H 2.47327 -5.81264 4.64068 0.0 0.0 0.0 0.00
C 3.99957 -4.85248 1.19272 0.0 0.0 0.0 0.00
H 1.70919 4.34689 2.56499 0.0 0.0 0.0 0.00
N -2.69777 0.57963 -2.77054 -0.1 -0.6 -0.1 0.00
H 4.26009 -3.90825 1.66958 0.0 0.0 0.0 0.00
C -0.13936 2.25832 2.64149 0.0 -0.1 0.1 0.00
C 0.12388 -1.81176 4.33854 -0.1 0.0 -0.1 0.00
H 3.00279 -3.03545 -1.86282 0.0 0.0 0.0 0.00
O -2.19993 0.39901 -0.18211 -0.3 -0.3 0.3 0.01
O -2.45136 -2.04654 -3.95335 0.0 0.0 0.0 0.00
C 0.11705 2.57108 0.08397 -0.1 0.1 0.0 0.04
H -0.42018 -2.68032 4.71343 0.0 0.0 0.0 0.00
H -2.67777 3.02670 1.77171 0.0 0.1 0.0 0.00
H 1.62891 -4.15733 -0.34567 -0.1 0.0 0.0 0.00
H -2.26954 0.04865 3.67886 0.0 0.0 0.0 0.00
H -1.64538 3.39981 -2.60167 -0.1 0.0 0.0 0.00
H 1.69083 4.58147 0.80569 0.0 0.0 0.0 0.00
C 0.74092 1.84088 -0.94656 0.3 0.2 -0.1 -0.01
H -1.57723 -3.57480 2.46451 0.0 0.0 0.0 0.00
H 0.77218 -4.30385 3.23593 0.0 0.0 0.0 0.00
O -0.66556 -3.47708 -3.10627 0.0 0.0 0.0 0.00
C 0.13700 -3.98811 1.20503 0.0 0.0 0.0 0.00
H -1.00670 2.61224 -4.66426 0.0 0.0 0.0 0.00
H -1.10732 1.90663 2.30048 0.0 -0.1 0.0 0.00
H 2.78849 2.31278 0.82028 0.0 0.0 0.0 0.00
H 2.49787 -1.07876 1.46980 -0.1 -0.1 0.0 0.00
H -1.62468 -2.78736 0.88800 -0.1 0.0 0.0 0.00
```
Forces are in eV/Å.

***

These records have ΔE to the lowest compared entry with this formula, charge and spin values of 26.8 22.4 kcal/mol, in the order they appear.
These records have E_tot values of -83130.71502 -262331.15872 eV, in the order they appear.